88
Properties=species:S:1:pos:R:3:forces:R:3:lowdin_spin:R:1 method="wB97M-V/def2-TZVPD" multiplicity=2 s2=1.026 e_homo_ev="-4.1 / -4.1" charge=-1
Ru 0.498732 -0.938437 0.306004 -0.26 0.32 -0.76 0.856
C 4.984403 2.753986 3.224724 0.07 -0.14 -0.12 0.017
C 3.879198 3.459592 3.699001 -0.21 0.01 -0.03 0.011
C 2.594364 3.170269 3.246095 0.20 0.14 0.13 0.014
C 2.459735 2.158390 2.316866 -0.39 -0.14 -0.26 0.018
C 1.280922 1.572390 1.657070 0.34 0.28 -0.02 0.107
N 0.048538 2.037729 1.766438 -0.03 -0.03 -0.07 -0.013
C -1.004629 1.408078 1.278403 -0.20 0.06 0.18 0.080
C -2.318684 2.030491 1.080413 0.38 -0.22 0.10 0.001
C -2.755573 3.332910 1.236292 -0.27 0.11 0.09 0.015
C -4.068922 3.613484 0.875074 0.18 0.02 0.16 -0.006
C -4.904066 2.618119 0.365515 -0.02 -0.23 -0.06 0.018
C -4.459425 1.308054 0.215447 -0.17 0.20 0.03 -0.007
C -3.158959 1.029405 0.591406 0.27 -0.39 -0.04 0.014
C -2.347359 -0.196754 0.515523 -0.59 -0.24 0.24 -0.027
N -2.818016 -1.388166 0.176624 0.09 0.40 0.00 0.008
C -2.036371 -2.423251 -0.081125 -0.01 -0.57 -0.26 -0.075
N -0.689440 -2.422350 -0.258555 -0.28 -0.39 0.51 0.016
C -0.260480 -3.629798 -0.701984 -0.47 -0.28 -0.13 -0.084
N 0.944529 -3.935563 -1.152049 0.25 0.26 -0.05 0.018
C 1.968300 -3.094261 -1.091057 0.14 -0.64 -0.11 -0.049
N 2.051361 -1.954080 -0.371188 0.46 0.37 -0.44 -0.002
C 3.298921 -1.405010 -0.482625 0.14 -0.38 -0.01 0.044
N 3.792833 -0.383285 0.188833 -0.10 0.02 0.07 -0.020
C 3.040809 0.442811 0.903971 0.26 0.40 -0.04 0.082
N 1.696920 0.560570 0.848554 0.17 -0.06 0.79 -0.024
C 3.566008 1.454929 1.838622 -0.13 -0.29 -0.30 0.021
C 4.842367 1.738747 2.282001 0.10 0.16 0.13 0.009
C 4.080987 -2.245009 -1.399313 -0.24 0.22 0.25 -0.004
C 5.358188 -2.110881 -1.912715 0.19 -0.13 -0.13 0.010
C 5.794056 -3.075422 -2.813314 -0.01 0.17 0.12 -0.008
C 4.969913 -4.142443 -3.179070 -0.19 -0.08 0.03 0.012
C 3.687835 -4.274782 -2.658457 0.21 -0.10 -0.13 -0.008
C 3.255750 -3.309206 -1.767544 -0.38 0.10 0.24 0.007
C -1.417445 -4.540182 -0.735663 0.40 0.25 -0.06 -0.019
C -1.536034 -5.878338 -1.061626 -0.18 -0.15 -0.01 -0.010
C -2.800584 -6.451750 -0.976375 0.19 -0.01 -0.05 -0.012
C -3.909119 -5.699711 -0.584030 -0.05 0.18 0.06 -0.013
C -3.786051 -4.350430 -0.268416 -0.09 -0.21 -0.04 -0.009
C -2.526311 -3.786680 -0.348331 0.08 0.47 0.04 -0.019
N -1.093114 0.090829 0.931380 0.01 0.61 -0.34 -0.003
H 5.969940 2.998710 3.600674 0.00 0.01 0.00 0.001
H 4.023659 4.242418 4.432706 0.01 0.00 0.00 0.000
H 1.728721 3.709879 3.606879 0.00 0.00 0.00 0.001
H -2.092540 4.100099 1.614151 0.01 0.01 -0.02 0.001
H -4.444154 4.624836 0.972070 -0.01 -0.02 0.03 -0.001
H -5.913522 2.874812 0.069339 0.00 0.00 0.01 0.001
H -5.094324 0.534257 -0.194617 -0.01 0.00 0.01 -0.001
H 5.693575 1.183967 1.910150 0.01 0.01 0.00 0.000
H 5.985002 -1.277036 -1.625548 -0.01 0.01 -0.01 0.001
H 6.781948 -2.994130 -3.248441 0.01 -0.01 0.01 -0.001
H 5.334507 -4.872700 -3.890638 0.01 -0.01 0.01 0.001
H 3.040334 -5.093894 -2.941617 0.00 0.01 -0.02 -0.001
H -0.670186 -6.451329 -1.366188 0.00 -0.01 0.00 0.000
H -2.929650 -7.499039 -1.220149 0.00 0.00 0.01 0.000
H -4.879473 -6.176609 -0.524116 0.00 0.00 -0.01 -0.001
H -4.638589 -3.756401 0.033410 -0.01 0.00 -0.01 0.000
C -0.350343 -3.783091 3.214184 0.03 -0.04 -0.02 0.000
C -0.459385 -2.290004 2.918125 -0.15 -0.01 -0.05 0.002
C -0.735144 -1.501030 4.195817 0.03 0.04 0.01 0.000
C 0.791889 -1.759061 2.191851 0.03 0.09 0.28 -0.007
H -1.259721 -4.172108 3.680498 0.00 0.02 0.01 0.000
H 0.488680 -3.977325 3.889630 0.00 -0.01 0.00 0.000
H -0.177095 -4.351656 2.296660 0.00 0.01 -0.01 0.000
H -1.340422 -2.161056 2.284354 0.02 0.01 -0.01 -0.001
H 0.047956 -1.686327 4.937781 0.01 0.03 -0.01 0.000
H -1.696118 -1.773051 4.640733 0.01 -0.04 0.00 0.000
H -0.753476 -0.427726 3.990115 -0.01 0.00 -0.01 0.000
H 1.527991 -2.563857 2.084810 -0.04 0.01 -0.06 0.007
H 1.265129 -0.992945 2.820004 0.04 -0.03 -0.02 -0.001
S 1.748072 5.160906 -3.481106 -0.08 -0.16 0.03 0.000
C 0.881932 3.777704 -3.115388 0.14 0.25 -0.04 0.000
S 1.590272 2.214446 -2.913950 0.30 -0.08 0.01 0.001
C 0.048629 1.515229 -2.499539 -0.22 0.12 0.30 0.004
N -0.916000 2.383325 -2.518557 0.25 -0.05 -0.05 0.001
N -0.437710 3.634806 -2.886656 -0.32 -0.09 0.03 0.000
C -1.423071 4.666247 -2.926510 0.07 -0.02 -0.02 0.000
C -2.380366 4.695274 -1.923618 0.01 0.01 -0.05 0.000
C -3.363859 5.668874 -1.948547 -0.02 0.05 -0.02 0.000
C -3.393867 6.610127 -2.969873 -0.01 -0.03 0.04 0.000
C -2.438883 6.561521 -3.974016 0.03 -0.01 -0.02 0.000
C -1.451144 5.586808 -3.962005 -0.02 0.03 -0.02 0.000
S -0.120498 -0.160898 -2.135280 0.03 -0.16 0.02 0.026
H -2.354546 3.945425 -1.148572 0.01 -0.01 -0.02 0.000
H -4.108699 5.690085 -1.162833 0.00 0.00 -0.03 0.000
H -4.162970 7.372000 -2.986498 0.00 0.01 0.00 0.000
H -2.460425 7.284737 -4.779352 0.00 0.00 0.00 0.000
H -0.706169 5.539748 -4.741177 0.01 0.02 0.00 0.000

***

92
Properties=species:S:1:pos:R:3:forces:R:3:lowdin_charge:R:1 method="wB97M-V/def2-TZVPD" e_homo_ev=-1.9 charge=-2
K -0.837658 -0.197093 -0.505162 1.04 0.13 0.00 0.696
C -2.676987 0.531163 4.237189 -0.07 0.03 0.04 -0.065
C -1.775775 1.083023 5.128220 0.01 -0.02 -0.05 -0.078
C -0.422144 0.937546 4.876595 -0.04 -0.05 -0.09 -0.027
C -0.025885 0.246263 3.733078 0.21 0.12 0.12 -0.217
N -0.892861 -0.267601 2.866925 0.04 -0.03 0.00 0.149
C -2.185473 -0.126815 3.119574 -0.14 0.01 -0.07 -0.124
C 1.420350 0.011533 3.429346 -0.05 0.02 0.12 -0.209
C 2.380764 -0.015890 4.443326 -0.01 -0.03 -0.09 -0.028
C 3.689444 -0.309106 4.101589 -0.02 0.00 -0.01 -0.077
C 3.994826 -0.584794 2.781417 -0.06 0.01 -0.01 -0.035
C 2.969943 -0.538733 1.835571 0.12 0.01 -0.08 -0.197
N 1.720093 -0.224503 2.159920 0.07 0.04 0.05 0.204
C 3.205162 -0.875765 0.398712 0.02 0.07 0.12 -0.232
C 4.471688 -0.861649 -0.175740 -0.06 -0.01 -0.05 -0.029
C 4.592529 -1.180154 -1.522996 -0.04 0.01 -0.01 -0.065
C 3.456089 -1.500001 -2.244550 0.12 0.13 0.17 -0.039
C 2.238936 -1.473868 -1.575338 -0.18 -0.19 -0.22 -0.146
N 2.111729 -1.178063 -0.291027 -0.10 -0.09 -0.10 0.129
H -3.745373 0.628976 4.375175 0.00 0.01 0.02 0.101
H -2.117252 1.634722 5.995107 0.00 0.00 0.01 0.099
H 0.311248 1.375133 5.538945 0.02 0.03 0.01 0.097
H -2.849722 -0.546711 2.372859 -0.04 -0.02 -0.03 0.092
H 2.108271 0.155989 5.474084 -0.04 0.00 0.04 0.096
H 4.459104 -0.353912 4.863737 -0.01 0.00 -0.01 0.101
H 4.998305 -0.862030 2.492035 0.02 -0.01 0.00 0.099
H 5.342288 -0.573738 0.397466 0.01 0.01 0.01 0.094
H 5.564220 -1.150608 -2.000435 0.01 0.00 -0.02 0.099
H 3.475257 -1.709795 -3.304256 0.02 -0.02 -0.03 0.109
H 1.327206 -1.687434 -2.122392 -0.02 -0.05 -0.03 0.078
Cl -3.106716 7.640794 -1.944775 -0.01 0.03 0.01 0.551
C -2.617124 6.002492 -1.528008 -0.02 0.05 0.10 -0.696
C -2.244914 5.114042 -2.554439 0.03 -0.04 -0.18 -0.130
C -1.863034 3.842183 -2.261162 0.01 0.00 0.10 0.002
C -1.817178 3.330388 -0.902741 0.01 -0.04 -0.24 -0.390
O -1.463268 2.151630 -0.697277 -0.19 0.44 0.29 -0.165
C -2.208668 4.279543 0.117709 0.03 0.08 0.08 -0.137
C -2.249406 3.989945 1.531776 -0.25 -0.10 -0.05 -0.265
O -2.057170 2.934906 2.108883 0.11 -0.03 0.13 0.000
C -2.592914 5.590934 -0.230103 0.01 0.01 -0.10 -0.114
H -2.260869 5.455178 -3.583280 0.00 0.01 0.01 0.094
H -1.564942 3.148522 -3.037289 0.01 -0.01 -0.04 0.114
H -2.552894 4.883493 2.135143 0.10 -0.02 0.02 0.105
H -2.877500 6.275170 0.562053 0.00 0.02 0.01 0.094
F 3.284518 0.352483 -5.913154 0.00 0.15 -0.01 0.091
C 3.104567 1.627091 -5.511761 -0.04 -0.03 -0.01 -0.595
F 4.289434 2.251721 -5.800874 0.01 0.03 -0.03 0.068
F 2.206053 2.189682 -6.349116 0.09 -0.12 0.06 0.103
C 2.756842 1.765320 -4.060629 0.00 0.01 -0.30 -0.163
C 3.541860 2.585273 -3.276607 0.17 0.04 0.14 -0.049
C 3.271019 2.716813 -1.923769 -0.12 -0.09 0.00 -0.088
C 2.196470 1.978188 -1.436147 0.14 0.23 0.11 -0.168
N 1.419589 1.213039 -2.169717 -0.17 -0.06 0.04 0.015
C 1.631073 1.088068 -3.507026 -0.17 -0.15 -0.01 -0.789
S 0.549800 0.111186 -4.392675 0.06 0.01 -0.02 0.521
H 4.379219 3.110099 -3.720082 -0.03 -0.01 0.01 0.106
H 3.859724 3.347394 -1.273639 0.03 0.02 0.01 0.080
H 1.944821 2.011979 -0.378606 0.00 0.02 0.06 0.108
C 3.110561 -3.950953 3.532516 0.04 0.00 0.06 -0.061
C 2.052498 -3.899059 2.466298 -0.07 0.02 -0.01 -0.287
C 2.298108 -4.418794 1.198141 0.07 -0.03 -0.03 -0.053
C 1.333466 -4.371315 0.209535 -0.04 0.00 -0.05 -0.065
C 0.095853 -3.801190 0.477550 -0.01 -0.04 0.06 -0.270
C -0.165696 -3.273136 1.728116 0.06 -0.04 -0.01 -0.052
C 0.813715 -3.323049 2.711332 -0.03 0.00 0.02 -0.049
S -1.140162 -3.854324 -0.802406 0.16 -0.20 0.15 0.556
O -1.832351 -5.126125 -0.634028 0.01 0.07 0.00 -0.341
O -0.417412 -3.725793 -2.057337 0.04 -0.04 0.00 -0.332
N -2.001517 -2.588596 -0.428758 -0.50 -0.07 -0.21 -0.197
C -3.053859 -2.268175 -1.258772 -0.09 0.10 0.29 -0.289
C -3.483632 -3.024004 -2.337403 -0.13 -0.12 -0.34 -0.042
C -4.516012 -2.606035 -3.190512 0.02 -0.05 0.00 -0.096
C -5.171476 -1.424129 -3.002888 0.03 0.05 0.06 -0.080
C -4.801291 -0.620431 -1.900051 -0.16 0.03 -0.16 -0.167
C -5.419388 0.629884 -1.659068 -0.01 0.00 -0.03 -0.028
C -5.047924 1.386371 -0.591323 0.08 -0.03 0.07 -0.050
C -4.052006 0.871324 0.267374 -0.11 0.08 0.01 -0.148
N -3.463897 -0.277740 0.078801 -0.01 -0.31 -0.08 0.049
C -3.784694 -1.034124 -1.011045 0.04 -0.07 0.18 -0.170
H 3.397524 -4.979385 3.763855 -0.02 -0.03 -0.01 0.072
H 2.758149 -3.483065 4.451305 0.00 0.02 0.04 0.068
H 4.011465 -3.422116 3.218606 0.04 0.01 -0.02 0.064
H 3.267049 -4.854056 0.976510 0.03 0.00 0.00 0.108
H 1.536715 -4.751285 -0.782134 -0.02 -0.01 -0.05 0.113
H -1.116973 -2.801285 1.914318 -0.06 0.04 0.01 0.094
H 0.609777 -2.884714 3.682548 0.00 0.00 0.02 0.105
H -2.997774 -3.961814 -2.562165 0.05 0.01 0.05 0.089
H -4.772160 -3.243418 -4.029804 -0.02 0.01 0.00 0.095
H -5.945774 -1.081439 -3.678197 -0.01 0.00 -0.01 0.093
H -6.176884 0.974545 -2.355821 0.00 0.00 0.01 0.107
H -5.472652 2.362763 -0.399087 -0.01 0.01 -0.01 0.099
H -3.718064 1.451023 1.122329 0.03 0.01 0.00 0.091

***

95
Properties=species:S:1:pos:R:3:forces:R:3:lowdin_charge:R:1 method="wB97M-V/def2-TZVPD" e_homo_ev=-2.5 charge=-2
La -0.912942 -0.026644 0.469119 0.52 -0.55 -0.87 1.680
C 2.038031 -1.943843 -1.724964 0.04 -0.12 -0.08 -0.286
P 0.626638 -0.866596 -2.195693 -0.06 0.03 -0.09 1.002
C -0.406286 -2.028443 -3.153361 0.05 -0.03 0.02 -0.352
C -0.806246 -1.847785 -4.472928 0.00 0.07 0.04 -0.092
C -1.649162 -2.766164 -5.081801 -0.02 -0.01 -0.02 -0.094
C -2.104076 -3.871609 -4.380637 -0.02 -0.03 0.02 -0.101
C -1.715220 -4.056038 -3.061272 0.00 0.01 -0.02 -0.078
C -0.875727 -3.139707 -2.451833 0.00 -0.07 0.01 -0.096
C 1.316737 0.303571 -3.407354 0.03 -0.06 -0.03 -0.371
C 2.079646 -0.085799 -4.509729 -0.05 -0.03 0.04 -0.100
C 2.590151 0.860931 -5.380552 0.00 0.00 -0.02 -0.096
C 2.345255 2.210905 -5.156891 0.00 0.05 0.00 -0.095
C 1.607823 2.609646 -4.054123 0.00 -0.02 0.01 -0.071
C 1.099012 1.658910 -3.177278 -0.01 0.07 0.01 -0.100
C 1.828107 -2.500980 -0.343987 -0.02 0.17 -0.11 -0.444
C 2.386029 -3.636304 0.204506 0.02 -0.03 -0.02 -0.092
C 2.114071 -3.579625 1.593718 0.03 0.00 0.05 -0.088
C 1.399126 -2.418847 1.797673 -0.07 0.06 0.08 -0.443
C 1.015587 -1.758880 3.093335 -0.02 -0.04 0.08 -0.292
P 1.328749 0.035940 2.805663 -0.07 0.00 -0.02 1.013
C 3.143981 0.069710 2.588942 0.01 -0.05 0.06 -0.352
C 3.654219 0.537980 1.384119 -0.03 0.03 -0.07 -0.087
C 5.025060 0.568288 1.165295 0.01 0.00 -0.01 -0.088
C 5.894890 0.133928 2.153340 0.05 0.01 -0.03 -0.109
C 5.394000 -0.325728 3.364844 0.02 -0.01 0.01 -0.100
C 4.026167 -0.355725 3.578462 -0.01 -0.01 0.03 -0.086
C 1.137211 0.822467 4.437571 0.00 -0.08 0.01 -0.370
C 0.434133 0.232810 5.483773 -0.01 0.00 0.02 -0.106
C 0.220073 0.927397 6.667141 0.01 0.02 -0.01 -0.095
C 0.710264 2.214038 6.817643 -0.01 0.00 0.03 -0.106
C 1.404592 2.813967 5.773783 0.00 0.05 0.04 -0.094
C 1.608952 2.126875 4.591311 0.03 0.05 -0.06 -0.104
N 1.194315 -1.752181 0.615747 -0.13 -0.06 -0.11 -0.100
H 2.935629 -1.312801 -1.755668 -0.04 -0.02 0.04 0.083
H 2.166529 -2.739728 -2.466473 0.04 0.05 0.08 0.087
H -0.491552 -0.973442 -5.022531 0.07 0.05 -0.02 0.084
H -1.965345 -2.602697 -6.104237 0.00 0.00 -0.03 0.095
H -2.777619 -4.575689 -4.851858 -0.02 -0.03 -0.02 0.092
H -2.086648 -4.895805 -2.489636 -0.02 -0.03 0.01 0.102
H -0.597983 -3.286229 -1.414602 0.02 0.02 0.01 0.094
H 2.267485 -1.138420 -4.686329 -0.01 -0.03 -0.01 0.107
H 3.175504 0.549433 -6.237283 0.00 0.00 0.00 0.094
H 2.735560 2.951181 -5.844623 0.01 0.01 0.00 0.095
H 1.422788 3.658186 -3.863557 0.01 0.03 0.00 0.109
H 0.544640 1.987546 -2.302108 0.06 -0.03 -0.04 0.079
H 2.957730 -4.383758 -0.323724 0.03 -0.05 -0.03 0.079
H 2.422943 -4.277856 2.357255 0.01 -0.03 0.02 0.080
H 1.617266 -2.151708 3.919753 -0.04 0.00 -0.05 0.084
H -0.041437 -1.881821 3.360938 0.04 0.04 -0.03 0.055
H 2.969576 0.891300 0.620033 0.01 -0.01 0.02 0.091
H 5.408275 0.935777 0.221772 0.02 0.01 -0.01 0.097
H 6.965193 0.156958 1.982620 -0.01 0.00 0.00 0.091
H 6.071117 -0.661397 4.141140 0.01 0.00 0.01 0.092
H 3.635039 -0.704566 4.527746 -0.01 -0.01 0.01 0.105
H 0.010733 -0.755953 5.369553 0.00 -0.02 -0.02 0.090
H -0.357751 0.467721 7.458445 -0.01 -0.01 0.01 0.098
H 0.530681 2.759523 7.736365 0.00 0.01 0.00 0.090
H 1.766883 3.830125 5.869445 0.00 0.01 0.01 0.097
H 2.115164 2.620154 3.767626 -0.01 -0.02 0.00 0.104
F -2.215633 3.669234 -6.078110 -0.01 -0.01 0.08 0.079
C -2.429375 3.370523 -4.779009 0.00 0.02 -0.01 -0.155
C -2.059894 2.138634 -4.267744 -0.02 0.09 -0.04 -0.161
F -1.481599 1.231704 -5.074464 -0.06 0.07 0.00 0.094
C -2.292369 1.857201 -2.937064 -0.10 0.00 0.03 -0.255
F -1.922841 0.637563 -2.490638 0.08 -0.05 -0.05 -0.011
C -2.888775 2.745364 -2.036219 0.01 0.03 0.24 -0.588
S -3.145610 2.364166 -0.365084 0.03 -0.15 -0.24 0.567
C -3.248174 3.977950 -2.602976 -0.01 0.06 -0.07 -0.250
F -3.832272 4.924493 -1.851634 0.03 -0.08 -0.01 0.062
C -3.029821 4.288883 -3.932122 0.05 -0.13 0.01 -0.155
F -3.397514 5.489091 -4.418201 0.01 -0.02 -0.01 0.087
N -1.536072 2.862396 2.958271 0.02 0.05 0.06 0.145
C -1.943679 1.605371 3.378286 0.13 0.33 -0.02 -0.500
N -2.614343 1.400047 4.501241 0.08 0.03 -0.11 0.027
N -2.779226 0.062067 4.543795 -0.01 -0.04 0.10 -0.100
N -2.249792 -0.496814 3.516753 -0.03 -0.03 -0.02 -0.083
N -1.701012 0.467747 2.727502 -0.38 0.22 0.71 -0.188
C -0.564249 3.097263 1.994708 -0.07 0.08 0.22 -0.533
N 0.204870 4.180320 1.962556 -0.07 -0.11 0.00 0.020
N 0.985492 3.996833 0.882078 0.07 0.03 -0.02 -0.109
N 0.708661 2.868842 0.311945 -0.02 0.05 0.02 -0.091
N -0.291928 2.278177 0.994427 0.16 0.55 0.22 -0.242
H -1.614639 3.581380 3.658399 -0.01 -0.03 -0.01 0.129
F -6.300007 -4.032012 -0.087496 0.09 0.06 0.00 -0.004
C -5.189228 -3.223359 -0.073467 -0.07 -0.08 0.01 -0.302
C -4.011299 -3.722198 0.437565 -0.08 0.06 -0.07 -0.053
C -2.902196 -2.877615 0.447160 0.11 -0.08 0.04 -0.188
C -2.914389 -1.562043 -0.036102 -0.35 -0.15 -0.03 -0.328
C -4.152862 -1.138996 -0.547855 -0.05 0.03 0.03 -0.165
C -5.292100 -1.939364 -0.564709 0.06 -0.13 -0.06 -0.041
H -3.974880 -4.732281 0.824732 0.01 -0.04 0.02 0.100
H -1.986408 -3.296523 0.867656 0.04 0.02 0.04 0.079
H -4.250006 -0.124097 -0.920772 -0.01 0.00 0.00 0.028
H -6.240433 -1.582423 -0.947074 -0.02 0.01 -0.01 0.102

***

In kJ/mol, the energy relative to the best compared isomer or geometry (same formula, charge and spin) values for the records above are, in order, 0.0, 100.3, 77.0.